No. 1
Density functional theory data (the ωB97M-V functional and the def2-TZVPD basis) for a molecular structure, C52H46BaBrN9O in a non-equilibrium geometry.

Each line ends with the Löwdin charge.
Element x y z (Å)
Ba  -0.64114  0.46392  1.99579  1.950
Br  4.52630  5.47423  5.43299  0.707
C  3.23966  4.20472  4.88423  -0.718
C  3.12420  2.98968  5.56505  -0.124
C  2.18886  2.05597  5.18413  -0.009
C  1.31978  2.28349  4.09047  -0.395
O  0.43433  1.40949  3.74623  -0.443
C  1.45847  3.52334  3.39284  -0.131
C  0.69399  3.92689  2.20235  -0.110
N  -0.09749  3.19911  1.50721  0.004
C  -0.64522  3.69227  0.26402  -0.181
C  -0.19013  4.80521  -0.38480  -0.019
C  -0.73046  5.22276  -1.62739  -0.069
C  -1.71956  4.51313  -2.22927  -0.039
C  -2.20683  3.33187  -1.61053  -0.151
C  -3.22338  2.54230  -2.20279  -0.009
C  -3.66307  1.41432  -1.58632  -0.034
C  -3.06617  1.05333  -0.35461  -0.146
N  -2.13048  1.76353  0.21188  -0.045
C  -1.67835  2.90946  -0.37960  -0.159
C  2.41122  4.46241  3.82107  -0.106
H  3.77027  2.78008  6.40867  0.101
H  2.08631  1.12210  5.72111  0.118
H  0.89212  4.96343  1.90701  0.111
H  0.61747  5.39018  0.03393  0.101
H  -0.34019  6.11664  -2.09684  0.106
H  -2.13899  4.82283  -3.17892  0.112
H  -3.64131  2.85976  -3.15151  0.118
H  -4.44139  0.79570  -2.01188  0.108
H  -3.39456  0.15882  0.17293  0.108
H  2.49469  5.40525  3.29170  0.102
C  3.33962  -1.56369  1.24538  -0.080
C  2.95384  -2.71309  0.55038  -0.074
C  1.71615  -3.26835  0.77465  -0.022
C  0.84274  -2.65180  1.68884  -0.358
N  1.19928  -1.53044  2.30480  -0.018
C  2.42279  -1.00219  2.10543  -0.163
N  -0.34961  -3.35190  1.97973  0.163
C  -1.48676  -2.91328  2.42020  -0.332
N  -2.02618  -1.65239  2.57108  -0.067
C  -3.32357  -1.74499  3.01800  -0.318
N  -4.22622  -0.86225  3.30667  0.151
C  -4.10925  0.54709  3.37864  -0.330
C  -5.31298  1.22085  3.65033  -0.021
C  -5.29824  2.58393  3.81976  -0.073
C  -4.09297  3.28151  3.72230  -0.070
C  -2.95700  2.56429  3.42171  -0.150
N  -2.97499  1.22585  3.25706  -0.005
C  -3.66910  -3.19909  3.13297  -0.115
C  -4.84193  -3.82727  3.50924  -0.016
C  -4.84140  -5.21788  3.51362  -0.083
C  -3.70040  -5.94073  3.15516  -0.084
C  -2.52788  -5.29280  2.78150  -0.016
C  -2.54626  -3.91029  2.78099  -0.116
H  4.31689  -1.11600  1.12169  0.100
H  3.63163  -3.18482  -0.15210  0.104
H  1.39214  -4.17613  0.28402  0.109
H  2.64325  -0.10359  2.67541  0.106
H  -6.21942  0.63913  3.73886  0.106
H  -6.21793  3.11159  4.04171  0.104
H  -4.03291  4.35139  3.86842  0.100
H  -1.98707  3.04129  3.32887  0.088
H  -5.71211  -3.24716  3.78699  0.109
H  -5.73539  -5.75796  3.80057  0.098
H  -3.73337  -7.02319  3.17169  0.097
H  -1.63171  -5.83036  2.50060  0.109
C  6.08528  1.59690  -2.20995  -0.065
C  4.97291  0.68859  -2.72734  -0.557
C  5.47089  -0.76237  -2.69497  -0.041
C  4.63885  1.08311  -4.17121  -0.040
C  3.70587  0.80321  -1.88301  -0.154
C  3.56155  1.70788  -0.84202  0.010
C  2.38428  1.70824  -0.10895  -0.114
N  1.35705  0.89906  -0.34136  0.086
C  1.46444  0.05593  -1.37600  -0.192
C  2.61735  -0.02501  -2.14240  0.030
C  0.29588  -0.85423  -1.67596  -0.191
C  0.15935  -1.41896  -2.93482  0.034
C  -0.86656  -2.32433  -3.19928  -0.151
C  -1.71762  -2.61950  -2.14508  0.013
C  -1.53491  -1.98088  -0.92763  -0.119
N  -0.56871  -1.10021  -0.68529  0.083
C  -0.99229  -2.96062  -4.58044  -0.559
C  -2.25976  -3.80266  -4.70665  -0.066
C  0.22691  -3.86231  -4.81423  -0.039
C  -1.02338  -1.86387  -5.65215  -0.045
H  6.98699  1.44382  -2.80559  0.087
H  6.33657  1.38404  -1.16851  0.090
H  5.82172  2.65435  -2.28218  0.088
H  6.41748  -0.84397  -3.23360  0.088
H  4.76403  -1.44825  -3.16473  0.078
H  5.63498  -1.10090  -1.66941  0.088
H  5.53205  1.01760  -4.79717  0.089
H  4.26130  2.10617  -4.22423  0.092
H  3.88223  0.42319  -4.60028  0.079
H  4.34746  2.39563  -0.56410  0.108
H  2.27790  2.38042  0.73689  0.102
H  2.68176  -0.76495  -2.92746  0.106
H  0.84972  -1.14135  -3.71850  0.105
H  -2.53204  -3.32313  -2.24205  0.108
H  -2.20486  -2.17631  -0.09459  0.102
H  -2.25448  -4.66124  -4.03219  0.087
H  -2.33636  -4.18690  -5.72544  0.087
H  -3.16124  -3.22083  -4.50223  0.090
H  0.29305  -4.64629  -4.05754  0.093
H  1.15655  -3.29015  -4.78667  0.080
H  0.15592  -4.33895  -5.79483  0.088
H  -1.83508  -1.15513  -5.47556  0.093
H  -1.17593  -2.31549  -6.63478  0.087
H  -0.08970  -1.30086  -5.69088  0.076

* F_max: 2.67 eV/A
* charge: 0
* ΔE to the lowest compared entry with this formula, charge and spin: 13.08 kcal/mol
* frontier orbital gap: 6.944 eV



No. 2
Density functional theory data (the ωB97M-V functional and the def2-TZVPD basis) for 7 unconnected molecules or ions with the total composition H14O7 in a non-equilibrium geometry.

Each line ends with the Löwdin charge.
Element x y z (Å)
O  2.63774  1.41843  -0.89344  -0.058
H  2.76222  2.17493  -0.29911  0.045
H  1.74623  1.08757  -0.82694  -0.040
O  0.03522  -0.03187  -2.78084  -0.042
H  0.65102  0.10484  -3.49913  0.080
H  -0.83732  -0.05153  -3.25485  0.115
O  1.05959  -0.88272  1.82423  -0.064
H  0.90438  -0.36231  1.01670  -0.012
H  1.90314  -0.53489  2.12912  0.036
O  0.02316  0.91548  -0.24854  -0.069
H  -0.05362  0.78013  -1.18489  -0.008
H  -0.88489  1.13590  0.08929  0.076
O  1.12689  -2.05935  -1.39162  -0.024
H  0.77364  -2.28224  -0.55794  0.007
H  0.82732  -1.22032  -1.67381  -0.055
O  -2.03299  1.03647  2.00831  -0.025
H  -2.48077  0.98847  2.81012  0.036
H  -1.09885  1.24019  2.32415  0.118
O  -2.11746  -1.35675  1.22920  -0.056
H  -2.07048  -0.44355  1.45632  -0.085
H  -2.87419  -1.65688  1.72367  0.024

* F_max: 3.87 eV/A
* SMILES string: O.O.O.O.O.O.O
* charge: 0
* ΔE to the lowest compared entry with this formula, charge and spin: 47.28 kcal/mol
* frontier orbital gap: 10.541 eV



No. 3
Density functional theory data (the ωB97M-V functional and the def2-TZVPD basis) for 13 unconnected molecules or ions with the total composition C32H61ClF7NO48PS12 in a non-equilibrium geometry.

Each line ends with the Löwdin charge.
Element x y z (Å)
N  -0.19482  1.01311  0.47542  0.013
C  -1.09641  0.39385  -0.52801  -0.263
C  -2.30170  -0.40174  0.22070  -0.239
P  -2.54904  -2.11648  -0.43756  1.208
C  -1.57128  -3.44465  0.42498  -0.259
C  -0.53741  -2.91004  1.48235  -0.279
C  0.78472  -2.39012  0.81050  -0.534
Cl  1.70364  -1.41713  2.04651  0.669
C  -4.40530  -2.52154  -0.46003  -0.441
F  -4.87123  -2.06508  -1.67362  0.080
F  -4.51656  -3.89721  -0.35972  0.043
C  -5.22468  -1.81400  0.67872  -0.323
F  -5.61164  -0.55226  0.31974  0.137
F  -4.52503  -1.72972  1.86078  0.121
C  -6.58808  -2.57529  1.04315  -0.475
F  -6.43132  -3.49323  2.00590  0.184
F  -7.41804  -1.61031  1.54856  0.140
F  -7.15650  -3.06357  -0.08337  0.171
H  -0.69089  1.84637  0.80506  0.081
H  -0.14688  0.40458  1.29922  0.025
H  -0.58380  -0.33612  -1.19833  0.058
H  -1.55820  1.24671  -1.08678  0.094
H  -3.23688  0.17306  -0.04916  0.098
H  -2.22924  -0.34225  1.33492  0.102
H  -2.13421  -2.08878  -1.80706  0.083
H  -2.27694  -4.22311  0.81959  0.099
H  -0.97300  -3.96750  -0.37674  0.118
H  -1.00031  -2.15365  2.16533  0.101
H  -0.24899  -3.79332  2.11655  0.130
H  0.59310  -1.68417  -0.04310  0.048
H  1.40499  -3.21640  0.37182  0.099
C  2.74897  0.03653  -2.78046  -0.160
C  3.37514  -1.14486  -3.49336  -0.151
O  2.28850  -2.05264  -3.72757  -0.299
S  0.94440  -1.20300  -3.95823  0.635
O  0.71691  -1.07442  -5.35386  -0.204
O  -0.05318  -1.70156  -3.06159  -0.281
O  1.47096  0.21595  -3.40082  -0.183
H  2.58519  -0.18355  -1.72085  0.132
H  3.34606  0.93700  -2.87302  0.111
H  4.15323  -1.62256  -2.90164  0.146
H  3.78444  -0.85224  -4.46021  0.127
C  7.62556  1.74894  -1.61165  -0.168
C  6.50468  2.76767  -1.64586  -0.153
O  6.21458  2.94483  -3.03712  -0.179
S  6.47654  1.55634  -3.81406  0.643
O  5.22741  0.88146  -3.96009  -0.239
O  7.33814  1.80841  -4.91009  -0.200
O  7.31140  0.81512  -2.65350  -0.175
H  8.58914  2.20781  -1.84434  0.082
H  7.69237  1.24076  -0.65184  0.144
H  6.78750  3.71327  -1.18820  0.141
H  5.60379  2.38370  -1.15848  0.131
C  3.58932  0.75877  6.75454  -0.159
C  2.45469  1.76500  6.70623  -0.165
O  2.17244  1.93544  5.31445  -0.272
S  2.45822  0.55108  4.54849  0.582
O  1.22112  -0.13421  4.40069  -0.314
O  3.33062  0.80897  3.45532  -0.249
O  3.29711  -0.18077  5.71848  -0.185
H  4.54828  1.23102  6.52690  0.134
H  3.65415  0.25524  7.71763  0.137
H  2.72193  2.71607  7.16262  0.144
H  1.55590  1.37192  7.18782  0.130
C  -1.12705  5.99161  5.51067  -0.166
C  -2.32157  5.09070  5.74654  -0.176
O  -1.80021  3.75588  5.64332  -0.181
S  -0.27527  3.74242  6.17243  0.653
O  -0.27092  3.29982  7.52650  -0.221
O  0.54665  3.14157  5.17372  -0.221
O  -0.02888  5.33513  6.16306  -0.174
H  -0.89404  6.06986  4.44829  0.130
H  -1.27506  6.98251  5.92075  0.113
H  -3.10947  5.25128  5.02343  0.117
H  -2.72059  5.21954  6.75278  0.116
C  11.93932  1.57367  -4.40763  -0.158
C  12.90816  1.09023  -3.34598  -0.164
O  12.66953  1.93922  -2.21925  -0.180
S  11.11310  2.35760  -2.19421  0.616
O  10.43819  1.49230  -1.29055  -0.229
O  11.02902  3.77099  -2.10805  -0.203
O  10.74374  1.90706  -3.69598  -0.186
H  12.30734  2.47791  -4.89812  0.137
H  11.73580  0.81263  -5.15874  0.139
H  13.94565  1.15898  -3.66645  0.138
H  12.68788  0.06201  -3.04748  0.135
C  3.77267  -6.07824  -6.11638  -0.175
C  4.71887  -6.56206  -5.03600  -0.159
O  4.47302  -5.69957  -3.92147  -0.183
S  2.91658  -5.26332  -3.92275  0.680
O  2.20975  -6.10820  -3.02154  -0.223
O  2.84498  -3.83140  -3.84993  -0.232
O  2.56625  -5.72416  -5.42696  -0.176
H  4.15861  -5.18652  -6.60781  0.113
H  3.57230  -6.84384  -6.86305  0.130
H  5.76172  -6.50902  -5.34280  0.140
H  4.48255  -7.58481  -4.73016  0.135
C  4.55238  -8.01802  -10.80238  -0.164
C  5.38586  -7.16362  -11.73702  -0.164
O  5.57644  -5.93203  -11.03431  -0.181
S  5.64154  -6.22872  -9.45119  0.625
O  7.00432  -6.29967  -9.06212  -0.209
O  4.69712  -5.38636  -8.79800  -0.229
O  5.05008  -7.73043  -9.49189  -0.195
H  3.49854  -7.73131  -10.83746  0.135
H  4.64526  -9.08041  -11.02049  0.138
H  4.89361  -6.98960  -12.69159  0.139
H  6.36851  -7.60920  -11.91134  0.136
C  -4.53327  -6.74775  -0.28074  -0.185
C  -5.74186  -7.63274  -0.03972  -0.166
O  -5.25026  -8.96709  -0.16928  -0.180
S  -3.71600  -9.02149  0.33634  0.626
O  -3.70068  -9.47597  1.67962  -0.209
O  -2.92930  -9.61332  -0.68269  -0.206
O  -3.44191  -7.42522  0.34207  -0.195
H  -4.31511  -6.65896  -1.34890  0.139
H  -4.65699  -5.76265  0.14514  0.096
H  -6.54296  -7.44681  -0.75268  0.138
H  -6.12539  -7.51057  0.97699  0.136
C  -5.18605  0.05842  -4.55640  -0.163
C  -4.37283  0.93246  -5.49104  -0.156
O  -4.19551  2.16209  -4.78044  -0.173
S  -4.11484  1.85754  -3.20195  0.621
O  -2.74340  1.80164  -2.82370  -0.230
O  -5.05752  2.67910  -2.53523  -0.202
O  -4.68184  0.34472  -3.24649  -0.224
H  -6.24438  0.32856  -4.58070  0.137
H  -5.07811  -1.00091  -4.78368  0.137
H  -4.87463  1.10607  -6.44056  0.142
H  -3.38465  0.50306  -5.67600  0.138
C  -10.57763  -0.23340  3.07421  -0.175
C  -9.61022  -0.71961  4.13645  -0.180
O  -9.84933  0.12257  5.26435  -0.189
S  -11.41058  0.54246  5.29146  0.623
O  -12.09187  -0.32289  6.18535  -0.211
O  -11.49130  1.95548  5.38157  -0.214
O  -11.77394  0.09561  3.78150  -0.184
H  -10.20848  0.67326  2.58779  0.135
H  -10.77788  -0.99226  2.31943  0.135
H  -8.57218  -0.64859  3.81752  0.121
H  -9.83021  -1.74958  4.43055  0.136
C  1.86968  9.20784  3.68094  -0.165
C  1.31554  10.58859  3.38723  -0.166
O  -0.09119  10.47464  3.61766  -0.181
S  -0.35032  9.40315  4.79558  0.625
O  -0.52495  10.10609  6.01445  -0.199
O  -1.28486  8.43839  4.32811  -0.235
O  1.11977  8.73633  4.80343  -0.186
H  1.69717  8.52572  2.84462  0.134
H  2.93243  9.23039  3.91554  0.137
H  1.51325  10.90766  2.36590  0.138
H  1.71341  11.33168  4.08306  0.136
C  -7.07686  5.87809  7.74786  -0.163
C  -6.04951  5.74284  8.85477  -0.161
O  -4.79430  6.01354  8.22308  -0.192
S  -5.01793  7.08948  7.04056  0.638
O  -4.68961  8.37612  7.53518  -0.196
O  -4.45350  6.56100  5.84490  -0.239
O  -6.62383  6.97595  6.95043  -0.179
H  -7.09982  4.98556  7.11760  0.134
H  -8.07585  6.07408  8.13301  0.139
H  -6.04874  4.75141  9.30312  0.138
H  -6.20483  6.49326  9.63390  0.136

* F_max: 6.06 eV/A
* charge: +1
* frontier orbital gap: 9.331 eV



- F_max of number 1 (C52H46BaBrN9O)?
  2.67 eV/A